1.
{"formula": "C6H14ClO6RhS2", "method": "wB97M-V/def2-TZVPD", "de_lowest_kcal_mol": 45.98, "multiplicity": 5, "e_homo_ev": [-1.010, -1.642], "s2": 6.0240, "charge": -2, "gap_ev": [5.51, 6.13], "elements": ["Rh", "O", "S", "O", "O", "O", "O", "Cl", "C", "C", "C", "S", "O", "C", "C", "C", "H", "H", "H", "H", "H", "H", "H", "H", "H", "H", "H", "H", "H", "H"], "positions_angstrom": [[-2.208, 0.339, -1.679], [-4.547, -1.719, 0.645], [-3.725, -1.849, -0.552], [-3.711, -3.206, -1.094], [-4.119, -0.842, -1.608], [-2.286, -1.410, -0.245], [-0.850, 1.445, -2.387], [-3.747, 1.714, -3.442], [0.602, -2.938, 0.228], [1.514, -1.867, 0.822], [0.751, -0.611, 1.233], [0.087, 0.272, -0.213], [-0.901, 1.218, 0.395], [1.563, 1.244, -0.676], [1.490, 2.685, -0.193], [1.646, 2.851, 1.313], [1.169, -3.840, -0.016], [0.091, -2.587, -0.667], [-0.191, -3.202, 0.928], [2.301, -1.600, 0.105], [2.032, -2.265, 1.701], [1.355, 0.072, 1.834], [-0.156, -0.869, 1.784], [1.549, 1.224, -1.765], [2.447, 0.717, -0.304], [0.528, 3.083, -0.519], [2.269, 3.251, -0.715], [0.810, 2.380, 1.830], [1.658, 3.909, 1.588], [2.579, 2.403, 1.670]], "forces_ev_per_a": [[-0.255, 1.265, -1.447], [-0.020, -0.036, -0.004], [0.258, -0.013, -0.035], [-0.042, -0.023, 0.031], [0.174, -0.058, 0.115], [0.181, 0.131, -0.017], [-0.718, -1.162, 0.517], [0.019, 0.017, 0.184], [0.013, -0.012, 0.000], [-0.024, 0.006, -0.007], [0.072, -0.007, 0.000], [0.498, -0.309, 0.541], [-0.119, 0.206, 0.154], [0.000, 0.013, -0.028], [0.012, -0.025, -0.034], [-0.008, 0.002, 0.003], [0.002, 0.002, -0.011], [-0.015, 0.009, 0.011], [0.005, -0.008, 0.002], [0.001, -0.018, -0.004], [0.004, 0.016, 0.005], [-0.012, -0.006, 0.014], [-0.014, -0.004, -0.025], [0.000, -0.009, -0.006], [-0.007, 0.006, 0.019], [-0.001, 0.011, 0.021], [-0.005, 0.008, -0.002], [-0.001, 0.001, 0.002], [-0.001, 0.000, 0.001], [-0.001, -0.002, -0.001]]}

=====

2.
{"formula": "C2H3NOS3", "method": "wB97M-V/def2-TZVPD", "de_lowest_kcal_mol": 41.07, "e_homo_ev": -9.345, "smiles": "N#CC(=S)SO.S", "gap_ev": 7.95, "elements": ["N", "C", "C", "S", "S", "O", "H", "S", "H", "H"], "positions_angstrom": [[0.369, 1.387, 1.289], [-0.456, 0.684, 0.843], [-1.267, -0.386, 0.262], [-0.787, -1.941, 0.319], [-2.636, 0.243, -0.589], [-2.505, 1.780, -0.008], [-3.228, 2.345, -0.274], [3.057, -1.364, -0.194], [4.141, -0.566, -0.381], [3.312, -2.182, -1.268]], "forces_ev_per_a": [[-2.073, -1.440, -0.993], [2.229, 0.708, 1.073], [0.337, 0.439, -0.076], [-0.409, 0.496, -0.098], [0.063, -0.392, 0.221], [0.386, 0.132, 0.158], [-0.510, 0.037, -0.286], [0.322, -0.177, -0.531], [-0.363, -0.418, -0.098], [0.018, 0.615, 0.629]]}

=====

3.
{"formula": "H8O4", "method": "wB97M-V/def2-TZVPD", "de_lowest_kcal_mol": 42.39, "multiplicity": 2, "e_homo_ev": [-14.955, -13.598], "s2": 0.7560, "charge": 1, "gap_ev": [11.89, 1.67], "elements": ["O", "H", "H", "H", "O", "H", "O", "H", "H", "O", "H", "H"], "positions_angstrom": [[0.099, -0.783, -2.918], [-0.311, -0.264, -2.200], [-0.550, -1.009, -3.613], [3.299, 4.070, 0.776], [3.851, 3.804, 1.537], [3.641, 4.409, 2.268], [-3.750, -5.276, -0.594], [-4.122, -5.991, -0.058], [-4.570, -4.759, -0.631], [0.956, 1.981, 1.500], [0.050, 1.647, 1.593], [1.406, 2.171, 2.339]], "forces_ev_per_a": [[0.157, -0.002, 0.063], [-0.179, -0.275, -0.565], [0.030, 0.274, 0.504], [0.274, 0.023, 0.324], [-0.508, -0.072, -0.125], [0.087, 0.054, -0.215], [-1.029, -0.027, 0.407], [0.692, -0.498, 0.048], [0.339, 0.539, -0.458], [0.471, 0.069, -0.729], [0.226, 0.247, 0.629], [-0.558, -0.331, 0.118]]}

=====

4.
{"formula": "C6H14NO", "method": "wB97M-V/def2-TZVPD", "de_lowest_kcal_mol": 110.60, "e_homo_ev": -2.343, "charge": -1, "gap_ev": 5.89, "elements": ["C", "C", "N", "C", "C", "C", "C", "O", "H", "H", "H", "H", "H", "H", "H", "H", "H", "H", "H", "H", "H", "H"], "positions_angstrom": [[0.663, 2.708, -0.765], [1.018, 1.779, 0.427], [-0.597, 0.968, 0.788], [0.486, -2.629, -0.026], [0.201, -1.335, 0.789], [-0.571, -0.295, -0.012], [-2.022, -0.739, -0.318], [-2.165, -1.853, -1.096], [1.545, 3.192, -1.244], [-0.040, 3.504, -0.443], [0.161, 2.129, -1.550], [1.806, 1.042, 0.021], [1.577, 2.433, 1.164], [0.543, 1.130, 1.284], [0.916, -3.402, 0.567], [-0.417, -2.943, -0.499], [1.201, -2.403, -0.844], [-0.387, -1.572, 1.708], [1.168, -0.900, 1.143], [-0.068, -0.165, -1.020], [-2.515, -0.800, 0.701], [-2.503, 0.150, -0.774]], "forces_ev_per_a": [[-0.470, 0.145, 0.134], [2.585, 1.516, -3.658], [1.818, 0.638, -0.013], [0.664, 1.555, -0.279], [0.318, -1.070, 0.007], [1.673, 0.526, 0.113], [-1.084, -0.334, -0.181], [0.431, 0.655, 0.673], [-0.255, -0.292, 0.514], [0.413, -0.477, -0.120], [0.055, 0.024, 0.269], [-1.232, 0.721, 0.740], [-0.846, -0.706, -0.164], [-2.904, -1.999, 1.482], [0.375, -0.707, 0.659], [-0.816, -0.252, -0.259], [-0.212, -0.034, 0.332], [0.283, 0.132, -0.572], [-0.473, -0.220, -0.160], [-0.447, 0.008, 0.763], [0.147, -0.149, -0.226], [-0.024, 0.318, -0.056]]}